Entry from the Open Molecules 2025 dataset: C46H63F5GeMgN4O3P3S2 as an isolated structure (ωB97M-V with the def2-TZVPD basis set).

Last column: Löwdin charge in e.
Positions of all 128 atoms, in Å:
Mg  0.775  -0.843  -1.163  0.37
C  -1.877  -2.883  2.970  -0.12
C  -1.991  -1.358  2.986  -0.56
C  -0.612  -0.714  3.116  -0.14
P  -2.819  -0.733  1.455  1.04
C  -3.294  0.960  2.019  -0.40
N  -3.222  1.887  0.898  -0.18
Ge  -1.858  1.517  -0.371  1.03
N  -0.950  3.273  -0.547  -0.17
C  0.397  3.410  0.015  -0.40
P  0.457  2.870  1.786  1.08
C  0.277  4.473  2.718  -0.57
C  -1.163  4.958  2.627  -0.13
C  1.248  5.605  2.395  -0.12
C  2.277  2.530  2.070  -0.54
C  3.270  3.135  1.074  -0.11
C  2.518  1.030  2.198  -0.13
C  -1.202  3.994  -1.696  -0.26
C  -0.221  4.596  -2.505  -0.03
C  -0.577  5.230  -3.680  -0.09
C  -1.907  5.268  -4.090  -0.10
C  -2.890  4.700  -3.297  -0.01
C  -2.553  4.103  -2.090  -0.18
N  -3.506  3.529  -1.234  -0.04
C  -3.756  4.067  0.053  -0.19
C  -4.120  5.388  0.231  -0.02
C  -4.524  5.838  1.483  -0.09
C  -4.576  4.936  2.533  -0.10
C  -4.163  3.620  2.372  -0.05
C  -3.703  3.164  1.131  -0.24
C  -4.513  2.690  -1.775  -0.18
C  -5.834  3.096  -1.843  0.00
C  -6.797  2.257  -2.383  -0.09
C  -6.407  1.011  -2.848  -0.09
C  -5.091  0.586  -2.746  -0.05
C  -4.105  1.411  -2.186  -0.24
N  -2.769  1.057  -2.005  -0.18
C  -2.348  -0.181  -2.656  -0.41
P  -0.598  -0.123  -3.247  1.02
C  -0.562  -1.579  -4.389  -0.54
C  -1.330  -1.444  -5.701  -0.11
C  0.874  -2.042  -4.638  -0.10
C  -0.512  1.463  -4.185  -0.51
C  -1.702  1.787  -5.087  -0.08
C  0.800  1.571  -4.964  -0.10
C  -4.452  -1.614  1.452  -0.55
C  -5.321  -1.025  0.344  -0.12
C  -5.191  -1.644  2.786  -0.11
H  -1.282  -3.222  3.821  0.08
H  -1.381  -3.221  2.059  0.05
H  -2.850  -3.373  3.029  0.06
H  -2.607  -1.054  3.839  0.11
H  0.047  -1.083  2.329  0.06
H  -0.165  -0.967  4.081  0.09
H  -0.642  0.375  3.037  0.02
H  -2.634  1.255  2.846  0.08
H  -4.313  0.950  2.414  0.08
H  0.676  4.464  -0.049  0.08
H  1.141  2.850  -0.557  0.06
H  0.465  4.158  3.752  0.10
H  -1.446  5.189  1.596  0.08
H  -1.303  5.866  3.219  0.08
H  -1.855  4.203  2.993  0.05
H  1.085  6.001  1.389  0.07
H  2.292  5.310  2.485  0.06
H  1.083  6.433  3.089  0.08
H  2.455  2.988  3.049  0.10
H  3.185  2.656  0.100  0.05
H  4.291  2.977  1.433  0.08
H  3.133  4.206  0.931  0.06
H  2.293  0.524  1.259  0.04
H  1.893  0.580  2.970  0.06
H  3.565  0.824  2.438  0.08
H  0.822  4.535  -2.223  0.11
H  0.188  5.687  -4.296  0.10
H  -2.173  5.751  -5.022  0.10
H  -3.931  4.725  -3.594  0.12
H  -4.118  6.048  -0.629  0.12
H  -4.825  6.868  1.624  0.10
H  -4.919  5.262  3.507  0.10
H  -4.165  2.962  3.229  0.10
H  -6.092  4.079  -1.470  0.12
H  -7.830  2.572  -2.445  0.10
H  -7.140  0.341  -3.280  0.10
H  -4.854  -0.419  -3.068  0.10
H  -2.949  -0.351  -3.548  0.07
H  -2.464  -1.074  -2.026  0.06
H  -1.056  -2.344  -3.777  0.08
H  -0.841  -0.747  -6.382  0.07
H  -2.361  -1.117  -5.560  0.07
H  -1.360  -2.417  -6.196  0.08
H  1.453  -1.282  -5.168  0.08
H  0.870  -2.948  -5.248  0.08
H  1.398  -2.267  -3.709  0.05
H  -0.479  2.206  -3.380  0.08
H  -1.744  1.124  -5.950  0.06
H  -1.580  2.803  -5.464  0.07
H  -2.656  1.750  -4.568  0.07
H  0.784  0.929  -5.849  0.07
H  1.668  1.304  -4.363  0.05
H  0.926  2.599  -5.310  0.08
H  -4.197  -2.642  1.172  0.10
H  -5.530  0.036  0.513  0.08
H  -6.280  -1.546  0.290  0.08
H  -4.836  -1.104  -0.628  0.05
H  -5.463  -0.640  3.121  0.07
H  -4.609  -2.115  3.578  0.06
H  -6.122  -2.206  2.680  0.08
F  3.921  -6.569  0.210  0.13
C  2.919  -5.723  -0.030  -0.14
C  2.883  -4.488  0.590  -0.14
F  3.857  -4.131  1.431  0.12
C  1.835  -3.629  0.329  -0.25
F  1.850  -2.436  0.956  0.05
C  0.799  -3.933  -0.544  -0.51
S  -0.537  -2.826  -0.855  0.64
C  0.869  -5.184  -1.149  -0.24
F  -0.080  -5.566  -2.007  0.09
C  1.903  -6.070  -0.902  -0.14
F  1.930  -7.259  -1.506  0.12
C  4.625  -0.017  -0.787  -0.11
S  3.132  -0.062  -1.707  0.44
O  3.392  0.486  -3.005  -0.28
O  2.646  -1.467  -1.698  -0.37
O  2.093  0.682  -0.923  -0.43
H  5.332  -0.666  -1.300  0.08
H  4.436  -0.373  0.223  0.07
H  4.986  1.009  -0.783  0.07

Properties
energy above the lowest of the compared OMol25 structures with the same formula, charge and spin	0.000	eV
E_tot	-185916.6425	eV
<S²>	0.7589
spin multiplicity	2
E_HOMO (alpha / beta)	-7.03 / -7.45	eV
orbital gap (alpha / beta)	7.453 / 5.524	eV

=====

Entry from the Open Molecules 2025 dataset: a 3-piece molecular cluster, C23H50B2N3O11P2 overall (ωB97M-V with the def2-TZVPD basis set).

Last column: Löwdin charge in e.
Positions of all 91 atoms, in Å:
C  4.879  -0.585  -3.435  -0.06
C  4.809  0.095  -4.846  -0.22
O  4.305  1.450  -4.829  0.03
B  3.157  1.575  -5.637  -0.50
O  3.249  1.904  -6.999  0.16
C  1.744  1.295  -4.853  -0.14
C  0.591  0.535  -5.645  -0.06
C  -0.696  0.631  -4.673  -0.16
C  -1.243  -0.676  -4.052  -0.16
C  -2.211  -0.727  -2.953  0.01
C  -2.617  -2.039  -2.488  -0.11
N  -2.232  -3.240  -2.977  0.06
C  -1.345  -3.167  -3.996  -0.13
C  -0.804  -1.967  -4.610  0.00
C  -0.283  1.835  -3.735  -0.10
B  0.127  1.573  -2.179  -0.53
N  0.576  0.288  -1.671  0.22
O  0.009  2.649  -1.243  0.09
N  0.989  2.455  -4.306  0.12
H  4.765  -1.698  -3.569  0.09
H  5.853  -0.422  -2.903  0.09
H  4.010  -0.273  -2.795  0.07
H  4.153  -0.554  -5.497  0.12
H  5.836  0.080  -5.304  0.14
H  3.149  1.059  -7.482  0.13
H  2.074  0.493  -4.132  0.15
H  0.450  0.964  -6.677  0.14
H  1.050  -0.469  -5.810  0.11
H  -1.457  1.061  -5.386  0.16
H  -2.543  0.244  -2.529  0.12
H  -3.335  -2.059  -1.629  0.12
H  -1.008  -4.142  -4.431  0.12
H  -0.104  -2.065  -5.461  0.09
H  -1.000  2.695  -3.667  0.17
H  0.893  -0.307  -2.447  0.08
H  1.394  0.373  -1.062  0.10
H  0.933  2.836  -0.981  0.12
H  1.493  3.084  -3.662  0.20
H  0.734  2.991  -5.154  0.20
O  -1.957  -5.143  1.607  -0.22
P  -0.635  -5.079  2.333  0.65
O  -0.509  -3.446  2.503  -0.23
C  -1.302  -2.804  3.498  -0.30
C  -0.740  -3.028  4.891  -0.08
O  0.340  -5.252  1.005  -0.23
C  -0.124  -5.961  -0.142  -0.30
C  -0.632  -4.998  -1.196  -0.10
O  0.757  -5.256  3.273  -0.21
C  1.046  -6.581  3.761  -0.28
C  1.495  -7.521  2.657  -0.08
H  -2.338  -3.152  3.435  0.11
H  -1.297  -1.737  3.271  0.11
H  -0.829  -4.078  5.182  0.07
H  -1.279  -2.425  5.626  0.08
H  0.318  -2.770  4.927  0.08
H  -0.889  -6.692  0.132  0.10
H  0.723  -6.527  -0.541  0.12
H  -1.352  -4.292  -0.785  0.06
H  -1.104  -5.538  -2.020  0.07
H  0.195  -4.405  -1.597  0.07
H  0.170  -6.977  4.278  0.11
H  1.847  -6.475  4.495  0.12
H  0.659  -7.781  2.002  0.07
H  1.888  -8.448  3.076  0.08
H  2.264  -7.059  2.037  0.09
O  -0.121  6.199  4.165  -0.22
P  -1.319  5.343  3.829  0.65
O  -2.116  5.429  5.263  -0.22
C  -2.824  6.625  5.578  -0.29
C  -4.129  6.722  4.807  -0.09
O  -0.592  3.871  4.051  -0.23
C  0.813  3.726  3.859  -0.32
C  1.546  3.781  5.185  -0.07
O  -2.632  4.498  3.179  -0.20
C  -2.663  4.356  1.748  -0.28
C  -1.602  3.397  1.239  -0.09
H  -2.191  7.498  5.386  0.11
H  -3.034  6.599  6.648  0.12
H  -3.940  6.852  3.738  0.06
H  -4.719  7.573  5.154  0.08
H  -4.715  5.811  4.924  0.08
H  1.192  4.477  3.162  0.10
H  0.979  2.749  3.392  0.11
H  1.264  4.659  5.767  0.08
H  2.627  3.798  5.028  0.08
H  1.296  2.909  5.792  0.08
H  -2.556  5.338  1.282  0.11
H  -3.652  3.972  1.493  0.12
H  -0.605  3.837  1.327  0.07
H  -1.766  3.159  0.189  0.06
H  -1.601  2.470  1.816  0.09

Properties
E_tot	-71580.2621	eV
total charge	+1
spin multiplicity	1
E_HOMO	-11.57	eV
orbital gap	8.071	eV

=====

Entry from the Open Molecules 2025 dataset: a 2-piece molecular cluster, C2H5ClN2OS overall (ωB97M-V with the def2-TZVPD basis set).

Last column: Löwdin charge in e.
Positions of all 12 atoms, in Å:
O  1.553  1.864  0.100  0.05
C  0.440  1.697  0.875  -0.28
N  -0.028  0.836  1.660  -0.02
C  0.334  -0.416  1.974  -0.52
Cl  1.920  -1.085  1.113  0.43
H  1.915  1.060  -0.152  0.00
H  -0.200  2.619  0.837  0.14
H  -0.475  -1.187  1.737  0.10
H  0.616  -0.388  3.022  0.08
N  -1.345  0.047  -1.293  -0.51
S  -2.715  -0.450  -0.813  0.58
H  -1.370  1.087  -1.153  -0.04

Properties
energy above the lowest of the compared OMol25 structures with the same formula, charge and spin	2.425	eV
E_tot	-30537.6057	eV
spin multiplicity	1
SMILES	O/C=N\CCl.N=S
E_HOMO (alpha / beta)	-8.81 / -8.81	eV
orbital gap (alpha / beta)	7.413 / 7.413	eV

=====

Entry from the Open Molecules 2025 dataset: a 2-piece molecular cluster, C4H14N2 overall (ωB97M-V with the def2-TZVPD basis set).

Last column: Löwdin charge in e.
Positions of all 20 atoms, in Å:
C  2.781  2.360  -3.113  -0.11
C  3.392  2.274  -1.722  -0.37
N  2.454  1.934  -0.659  -0.02
H  2.186  3.240  -3.329  0.07
H  3.639  2.257  -3.783  0.07
H  2.200  1.454  -3.304  0.07
H  4.218  1.554  -1.703  0.09
H  3.962  3.194  -1.504  0.10
H  2.658  2.421  0.206  0.06
H  1.509  2.161  -0.895  0.05
C  -2.662  -1.285  1.503  -0.11
C  -3.442  -2.543  1.900  -0.35
N  -2.744  -3.184  3.028  -0.03
H  -2.565  -1.133  0.433  0.06
H  -3.096  -0.450  2.057  0.07
H  -1.651  -1.306  1.912  0.06
H  -4.497  -2.324  2.058  0.09
H  -3.529  -3.246  1.055  0.09
H  -3.048  -4.135  3.078  0.05
H  -1.762  -3.243  2.782  0.06

Properties
energy above the lowest of the compared OMol25 structures with the same formula, charge and spin	0.592	eV
E_tot	-7354.5246	eV
spin multiplicity	1
SMILES	CCN.CCN
E_HOMO	-9.08	eV
orbital gap	10.174	eV

=====

Entry from the Open Molecules 2025 dataset: a 3-piece molecular cluster, C3H14NO2 overall (ωB97M-V with the def2-TZVPD basis set).

Last column: Löwdin charge in e.
Positions of all 20 atoms, in Å:
C  2.087  1.024  -0.069  -0.07
C  0.706  1.297  -0.463  -0.26
N  -0.155  0.165  -0.154  -0.01
C  -1.777  0.550  -0.281  0.07
H  2.269  -0.090  -0.043  0.11
H  2.824  1.533  -0.653  0.08
H  2.186  1.379  0.979  0.10
H  0.304  2.133  0.112  0.13
H  0.449  1.430  -1.533  0.15
H  -0.018  -0.126  0.772  0.08
H  -0.203  -0.680  -0.836  0.12
H  -2.175  0.186  0.686  0.09
H  -2.095  0.016  -1.269  0.11
H  -1.850  1.595  -0.688  0.10
H  -0.565  -2.953  -1.380  0.09
H  0.235  -2.273  -2.487  0.08
O  -0.400  -2.094  -1.791  -0.02
H  -0.129  -0.467  3.145  0.05
H  -1.193  -1.420  3.292  0.06
O  -0.500  -1.206  2.663  -0.04

Properties
energy above the lowest of the compared OMol25 structures with the same formula, charge and spin	1.579	eV
E_tot	-8916.2069	eV
total charge	+1
spin multiplicity	1
E_HOMO	-15.73	eV
orbital gap	12.823	eV

=====

Entry from the Open Molecules 2025 dataset: a 11-piece molecular cluster, C35H58Cl22F6O6S overall (ωB97M-V with the def2-TZVPD basis set).

Last column: Löwdin charge in e.
Positions of all 128 atoms, in Å:
C  1.558  3.509  4.800  0.00
C  3.135  3.141  4.848  -0.39
O  3.713  2.625  5.833  0.05
O  3.924  3.460  3.707  -0.06
C  4.428  2.234  3.090  -0.15
C  3.335  1.602  2.063  -0.13
C  3.876  0.232  1.437  -0.09
C  2.800  -0.674  0.677  -0.24
C  3.631  -1.936  0.117  -0.31
F  5.020  -1.902  0.460  0.06
F  3.633  -2.006  -1.306  0.07
F  3.190  -3.184  0.664  0.07
O  2.538  0.154  -0.517  -0.19
S  1.108  1.065  -0.388  0.81
O  1.275  2.566  -0.294  -0.29
O  0.243  0.887  -1.590  -0.32
O  0.644  0.295  1.058  -0.22
C  1.347  -0.946  1.350  -0.34
C  1.630  -1.373  2.868  -0.07
C  1.107  -0.354  3.991  -0.09
C  2.162  -0.123  5.185  -0.12
F  3.548  -0.367  5.080  0.02
C  1.693  0.313  6.450  -0.17
F  2.592  0.397  7.551  0.04
F  0.357  0.686  6.699  0.03
C  0.374  -2.051  0.727  -0.51
Cl  0.546  -2.261  -1.115  0.63
C  -1.189  -1.882  0.992  -0.66
C  -1.633  -1.385  2.437  -0.13
Cl  -2.079  -0.819  -0.232  0.58
H  0.942  2.854  5.498  0.07
H  1.461  4.582  5.179  0.06
H  1.167  3.384  3.739  0.06
H  4.768  1.449  3.839  0.12
H  5.292  2.582  2.411  0.15
H  2.283  1.577  2.488  0.09
H  3.302  2.359  1.191  0.12
H  4.359  -0.352  2.310  0.13
H  4.664  0.553  0.658  0.16
H  1.105  -2.375  3.095  0.13
H  2.739  -1.587  3.097  0.13
H  0.194  -0.835  4.508  0.12
H  0.713  0.645  3.583  0.12
H  0.667  -3.092  1.131  0.13
H  -1.656  -2.928  0.855  0.12
H  -1.168  -2.101  3.218  0.09
H  -2.764  -1.518  2.544  0.09
H  -1.353  -0.309  2.685  0.08
Cl  -1.057  5.682  5.208  0.57
C  -0.385  7.100  4.362  -0.64
C  -0.616  7.037  2.865  -0.65
Cl  0.339  5.748  2.089  0.56
H  0.678  7.164  4.602  0.07
H  -0.880  7.979  4.777  0.07
H  -0.310  7.977  2.403  0.07
H  -1.667  6.867  2.629  0.07
Cl  -0.559  -4.954  -1.986  0.52
C  0.038  -4.891  -3.665  -0.64
C  -1.043  -4.476  -4.641  -0.69
Cl  -2.302  -5.724  -4.820  0.52
H  0.451  -5.871  -3.914  0.00
H  0.854  -4.165  -3.683  0.07
H  -0.609  -4.321  -5.630  0.02
H  -1.527  -3.548  -4.334  0.03
Cl  0.098  -11.094  -2.248  0.53
C  -0.415  -9.437  -1.840  -0.66
C  -0.318  -8.499  -3.025  -0.66
Cl  1.373  -8.180  -3.494  0.57
H  0.194  -9.090  -1.003  0.07
H  -1.451  -9.501  -1.502  0.07
H  -0.763  -7.535  -2.772  0.01
H  -0.841  -8.897  -3.896  0.07
Cl  4.558  6.199  10.511  0.53
C  3.913  5.100  9.265  -0.66
C  4.310  5.522  7.866  -0.66
Cl  3.515  7.032  7.365  0.53
H  2.828  5.059  9.379  0.07
H  4.314  4.108  9.480  0.07
H  4.010  4.756  7.147  0.04
H  5.389  5.665  7.782  0.07
Cl  -1.522  -3.962  -8.101  0.57
C  -3.023  -3.021  -8.289  -0.67
C  -3.319  -2.158  -7.079  -0.62
Cl  -3.762  -3.124  -5.646  0.57
H  -3.836  -3.720  -8.492  0.08
H  -2.890  -2.391  -9.169  -0.02
H  -4.168  -1.504  -7.292  0.07
H  -2.466  -1.531  -6.814  0.08
Cl  -0.526  4.095  -5.234  0.53
C  0.129  3.905  -3.587  -0.67
C  -0.330  5.008  -2.656  -0.66
Cl  0.383  6.586  -3.079  0.53
H  1.217  3.867  -3.658  0.07
H  -0.220  2.939  -3.217  0.06
H  -0.019  4.784  -1.634  0.06
H  -1.416  5.114  -2.666  0.07
Cl  -4.260  -0.718  -10.914  0.56
C  -2.887  -0.489  -12.029  -0.66
C  -2.483  -1.780  -12.712  -0.70
Cl  -1.751  -2.942  -11.574  0.57
H  -2.059  -0.058  -11.462  0.07
H  -3.204  0.240  -12.774  0.02
H  -1.733  -1.574  -13.479  0.08
H  -3.339  -2.270  -13.193  -0.09
Cl  -3.441  2.836  10.529  0.54
C  -2.771  4.254  9.685  -0.67
C  -3.004  4.192  8.189  -0.67
Cl  -2.047  2.904  7.413  0.54
H  -1.708  4.319  9.923  0.07
H  -3.268  5.133  10.100  0.07
H  -2.699  5.133  7.727  0.04
H  -4.055  4.021  7.953  0.07
Cl  -5.082  0.189  -14.689  0.59
C  -5.555  -1.020  -15.907  -0.64
C  -5.934  -2.347  -15.282  -0.61
Cl  -4.531  -3.186  -14.566  0.65
H  -4.730  -1.131  -16.613  0.07
H  -6.410  -0.608  -16.446  0.07
H  -6.342  -3.012  -16.045  0.07
H  -6.686  -2.222  -14.501  0.08
Cl  -1.007  -2.241  8.831  0.54
C  0.497  -2.676  9.681  -0.66
C  1.730  -2.356  8.861  -0.66
Cl  1.878  -3.411  7.432  0.54
H  0.448  -3.736  9.935  0.07
H  0.512  -2.104  10.611  0.07
H  2.627  -2.511  9.463  0.08
H  1.726  -1.322  8.519  0.03

Properties
E_tot	-352149.9609	eV
spin multiplicity	1
SMILES	CC(=O)OCCC[C@]1(C(F)(F)F)OS(=O)(=O)O[C@@]1(CCC(F)=C(F)F)[C@H](Cl)[C@@H](C)Cl.ClCCCl.ClCCCl.ClCCCl.ClCCCl.ClCCCl.ClCCCl.ClCCCl.ClCCCl.ClCCCl.ClCCCl
E_HOMO	-10.06	eV
orbital gap	9.863	eV